(1)
This record from the OMol25 dataset describes a molecular structure, C4H6O2. The level of theory is the ωB97M-V functional and the def2-TZVPD basis.

Each line ends with the Mulliken charge.
Element x y z (Å)
C (-1.505, 0.028, 0.421)  -1.25
C (-0.323, 0.084, -0.519)  0.39
C (0.998, 0.623, 0.020)  -0.52
C (1.482, -0.806, -0.181)  0.54
O (2.515, -1.372, 0.004)  -0.55
O (0.303, -1.279, -0.667)  -0.38
H (-2.072, 0.967, 0.431)  0.34
H (-1.177, -0.187, 1.444)  0.32
H (-2.175, -0.769, 0.091)  0.30
H (-0.587, 0.443, -1.517)  0.32
H (1.544, 1.343, -0.595)  0.27
H (0.997, 0.925, 1.070)  0.23

Results
**E_HOMO**: -10.425 eV
**Charge**: 0
**LUMO energy**: 0.87 eV

(2)
This record from the OMol25 dataset describes a gas-phase ion, C9H19N2 (charge +1). The level of theory is the ωB97M-V functional and the def2-TZVPD basis.

Each line ends with the Mulliken charge.
Element x y z (Å)
C (3.231, -0.884, -0.680)  -1.43
C (1.942, -0.637, -0.016)  1.07
C (1.626, -1.415, 1.200)  -1.46
C (1.208, 0.352, -0.517)  -1.01
C (-0.124, 1.022, 0.099)  1.09
C (-0.696, 2.142, -0.815)  -1.41
C (0.428, 1.768, 1.410)  -1.55
N (-1.406, 0.241, 0.541)  -0.09
C (-1.938, -0.599, -0.249)  0.78
C (-3.233, -1.218, 0.125)  -1.36
N (-1.506, -1.024, -1.406)  -0.33
H (3.343, -0.596, -1.772)  0.34
H (3.599, -1.912, -0.589)  0.38
H (3.889, -0.162, -0.203)  0.33
H (2.366, -1.238, 1.950)  0.37
H (1.757, -2.458, 0.826)  0.48
H (0.529, -1.368, 1.466)  0.20
H (1.444, 0.802, -1.498)  0.27
H (-1.631, 1.823, -1.155)  0.40
H (-0.138, 2.439, -1.708)  0.38
H (-0.859, 3.090, -0.355)  0.36
H (1.177, 1.243, 1.933)  0.40
H (-0.393, 1.702, 2.121)  0.43
H (0.742, 2.721, 1.136)  0.40
H (-1.722, 0.552, 1.522)  0.30
H (-3.834, -0.539, 0.741)  0.37
H (-3.040, -2.240, 0.627)  0.27
H (-3.792, -1.407, -0.765)  0.46
H (-2.178, -1.629, -1.978)  0.29
H (-0.792, -0.569, -1.990)  0.28

Results
**E_HOMO**: -12.528 eV
**Charge**: +1
**LUMO energy**: -2.73 eV

(3)
This record from the OMol25 dataset describes a single C5H6O2 molecule. The level of theory is the ωB97M-V functional and the def2-TZVPD basis.

Each line ends with the Mulliken charge.
Element x y z (Å)
C (1.504, -0.709, -0.587)  -1.23
C (0.570, -0.092, 0.447)  0.43
C (-0.818, -0.673, 0.548)  -0.47
C (-1.709, 0.261, 0.228)  -0.34
C (-0.978, 1.504, -0.134)  0.43
O (-1.398, 2.552, -0.542)  -0.56
O (0.349, 1.269, 0.068)  -0.34
H (2.336, -0.015, -0.741)  0.33
H (1.910, -1.668, -0.251)  0.36
H (0.992, -0.848, -1.544)  0.32
H (1.051, -0.095, 1.433)  0.25
H (-1.019, -1.690, 0.867)  0.40
H (-2.790, 0.204, 0.208)  0.41

Results
**E_HOMO**: -10.414 eV
**Charge**: 0
**LUMO energy**: 0.59 eV

(4)
This record from the OMol25 dataset describes a gas-phase ion, C4H6N3O (charge +1). The level of theory is the ωB97M-V functional and the def2-TZVPD basis.

Each line ends with the Mulliken charge.
Element x y z (Å)
C (0.430, -0.626, -1.948)  -0.79
N (-0.712, -0.537, -1.076)  0.60
O (-1.846, -0.889, -1.328)  -0.43
C (-0.388, -0.083, 0.182)  0.24
N (0.793, 0.480, 0.468)  -0.41
C (0.746, 0.907, 1.723)  -0.31
C (-0.535, 0.677, 2.229)  -0.12
N (-1.225, 0.049, 1.272)  0.00
H (1.181, -1.165, -1.468)  0.39
H (0.779, 0.280, -2.196)  0.39
H (0.080, -1.102, -2.847)  0.33
H (1.515, 1.361, 2.310)  0.41
H (-0.901, 0.970, 3.126)  0.47
H (-2.143, -0.270, 1.528)  0.23

Results
**E_HOMO (spin up / spin down)**: -14.603 / -14.601 eV
**Charge**: +1
**LUMO energy (spin up / spin down)**: -6.96 / -6.97 eV

(5)
This record from the OMol25 dataset describes a gas-phase ion, C6H12N (charge +1). The level of theory is the ωB97M-V functional and the def2-TZVPD basis.

Each line ends with the Mulliken charge.
Element x y z (Å)
C (1.103, -2.180, 0.204)  -0.58
C (0.642, -0.962, -0.020)  -0.17
C (0.753, 0.501, -0.688)  -0.44
C (1.598, 1.630, -0.157)  -1.16
C (-0.544, -0.032, 0.043)  0.94
C (-1.067, 0.517, 1.306)  -1.60
N (-1.701, -0.490, -0.841)  -0.33
H (0.605, -3.129, 0.662)  0.25
H (2.134, -2.568, -0.145)  0.24
H (0.861, 0.480, -1.737)  0.48
H (1.453, 2.020, 0.858)  0.30
H (1.213, 2.388, -0.846)  0.34
H (2.774, 1.573, -0.368)  0.29
H (-1.738, -0.231, 1.736)  0.50
H (-1.623, 1.565, 1.072)  0.32
H (-0.297, 0.687, 2.049)  0.41
H (-1.700, -0.030, -1.758)  0.37
H (-2.723, -0.201, -0.451)  0.43
H (-1.743, -1.539, -0.919)  0.41

Results
**E_HOMO**: -13.866 eV
**Charge**: +1
**LUMO energy**: -3.69 eV

We obtain electronic energy values of -306.48725; -463.55106; -344.60062; -395.16730; -290.20355 Eh for the records listed above, in that order.
We obtain energy above the lowest of the compared OMol25 structures with the same formula, charge and spin values of 11.95; 45.67; 0.81; 51.01; 74.27 kcal/mol for the records listed above, in that order.
We obtain maximum force values of 0.8; 4.8; 0.5; 3.8; 4.6 eV Å⁻¹ for the records listed above, in that order.